(1)
Density functional theory data (ωB97M-V/def2-TZVPD) for a single C5H16N6P2 molecule.

Geometry as XYZ:
```
29
Properties=species:S:1:pos:R:3:forces:R:3:lowdin_charge:R:1
C -2.618 -1.748 -0.350 -0.022 0.067 -0.126 -0.14
C 2.775 0.869 -0.445 -0.050 0.030 0.173 -0.15
C -2.034 1.852 -0.781 -0.045 -0.181 0.086 -0.14
C 2.161 -2.059 0.094 0.055 0.123 0.028 -0.14
C -0.326 1.529 1.841 0.044 0.011 -0.123 -0.13
N -0.717 -1.676 -1.757 0.014 0.731 -0.177 -0.01
N -1.202 -1.515 -0.507 0.548 -0.635 0.191 -0.50
N 1.549 0.141 -0.714 0.119 -0.215 -0.166 -0.47
N -0.839 1.100 -0.492 0.162 0.222 0.151 -0.47
N 1.288 -0.904 0.208 -0.216 0.065 -0.003 -0.40
N -0.751 0.583 0.823 0.017 -0.150 -0.222 -0.37
P 0.347 0.829 -1.689 -0.461 -0.655 0.157 0.97
P -0.264 -1.053 0.893 -0.049 0.273 -0.409 0.95
H -3.199 -0.974 -0.861 -0.059 0.006 0.051 0.06
H -2.889 -2.717 -0.777 -0.002 0.065 0.094 0.07
H -2.851 -1.733 0.716 -0.122 0.003 -0.058 0.06
H 2.763 1.336 0.550 0.014 -0.032 -0.074 0.07
H 3.639 0.202 -0.509 0.021 0.084 -0.004 0.07
H 2.873 1.648 -1.201 0.090 -0.037 0.051 0.06
H -2.014 2.119 -1.836 -0.088 0.094 -0.042 0.06
H -2.929 1.258 -0.578 -0.014 0.026 -0.050 0.07
H -2.077 2.766 -0.181 -0.046 0.046 -0.068 0.07
H 1.737 -2.859 0.699 0.082 -0.085 0.046 0.06
H 2.259 -2.406 -0.939 -0.049 -0.003 0.016 0.08
H 3.159 -1.824 0.476 -0.019 -0.103 -0.033 0.07
H -1.087 2.302 1.969 0.058 -0.007 0.067 0.07
H -0.223 0.976 2.774 -0.008 0.073 0.118 0.07
H 0.629 2.009 1.602 0.011 -0.043 -0.003 0.07
H 0.258 -1.970 -1.732 0.014 0.227 0.329 -0.01
```
Forces are in eV/Å.

Calculated values
**Total energy**: -32958.499 eV
**M**: 222.2 Da
**Relative energy (zero: lowest compared OMol25 entry of this formula, charge and spin)**: 16.3 kcal per mole



(2)
Density functional theory data (ωB97M-V/def2-TZVPD) for a 4-piece molecular cluster, C5H16NO2 overall.

Geometry as XYZ:
```
24
Properties=species:S:1:pos:R:3:forces:R:3:lowdin_charge:R:1
C 0.276 2.205 -1.058 1.249 1.582 1.005 0.18
O -0.372 0.041 -2.726 -0.946 -0.517 -0.965 -0.10
C 0.040 1.198 -0.248 -0.680 -4.015 1.551 -0.02
C 0.342 1.166 1.266 -0.581 0.729 0.298 -0.35
C 1.537 0.211 1.386 1.889 1.906 -1.698 -0.05
C -0.841 0.720 2.232 1.170 2.782 1.098 -0.03
N -0.392 -2.533 -1.853 -1.005 -0.552 2.224 0.07
H 0.935 3.055 -0.855 0.285 -0.482 0.325 0.13
H -0.254 2.383 -1.911 -1.554 -0.045 -2.382 0.06
H -0.945 0.498 -3.378 0.367 -0.435 0.453 0.08
H -0.331 0.102 -0.721 0.915 2.730 1.129 0.19
H 0.704 2.212 1.493 -0.845 -0.963 0.085 0.15
H 1.931 0.336 2.401 -0.291 -0.680 -0.048 0.12
H 2.371 0.498 0.663 -0.947 0.107 1.029 0.12
H 1.253 -0.718 1.003 -0.234 -1.966 0.541 0.03
H -1.457 1.652 2.347 -0.134 -1.171 -0.331 0.10
H -1.387 -0.178 1.936 0.163 -0.021 -0.449 0.07
H -0.474 0.595 3.301 -0.023 -0.202 -1.431 0.11
H 0.434 -3.078 -1.613 0.306 -0.182 -0.765 0.06
H -0.587 -0.939 -2.823 0.653 0.984 0.209 0.04
H -1.130 -3.234 -2.098 0.738 0.702 0.361 0.08
H -0.589 -2.162 -0.809 -0.217 -0.080 -1.337 0.03
H -0.521 -2.341 1.372 0.012 -1.118 1.406 0.03
O -0.544 -1.691 0.692 -0.291 0.909 -2.306 -0.09
```
Forces are in eV/Å.

Calculated values
**Total energy**: -11014.013 eV
**M**: 122.2 Da
**Relative energy (zero: lowest compared OMol25 entry of this formula, charge and spin)**: 227.6 kcal per mole
**Charge**: +1



(3)
Density functional theory data (ωB97M-V/def2-TZVPD) for a 2-piece molecular cluster, C5H16NO2 overall.

Geometry as XYZ:
```
24
Properties=species:S:1:pos:R:3:forces:R:3:lowdin_charge:R:1
C -0.024 2.059 -1.793 -1.218 -1.892 -3.302 -0.06
C -0.026 1.444 -0.418 1.770 -0.371 -0.509 -0.31
C -1.045 0.359 -0.222 -2.817 -0.853 -0.808 -0.19
C -1.057 -0.620 0.983 0.669 2.887 0.754 -0.11
C -1.270 0.275 2.274 1.157 -1.772 -0.404 -0.17
O 0.126 0.600 2.570 -0.295 1.545 -0.544 -0.11
N 1.371 0.735 -0.303 -0.846 -0.149 1.370 0.21
H -0.105 1.296 -2.657 0.335 0.074 1.600 0.12
H 0.904 2.507 -2.098 0.213 1.047 0.406 0.08
H -0.928 2.582 -2.159 0.550 0.636 1.194 0.11
H 0.111 2.255 0.298 -0.730 -0.317 0.444 0.15
H -1.130 -0.266 -1.126 0.931 0.125 -0.087 0.13
H -2.048 0.797 -0.345 0.187 0.439 0.491 0.14
H 0.016 -0.770 1.095 -0.292 -1.801 0.191 0.08
H -1.719 -1.474 0.818 0.415 0.192 0.138 0.13
H -1.969 1.077 2.024 0.486 0.381 0.348 0.12
H -1.526 -0.222 3.201 -1.022 -0.470 -0.300 0.12
H 0.155 1.402 3.106 0.054 -0.117 0.164 0.10
H 1.523 0.478 0.683 -0.049 0.615 0.198 0.14
H 2.119 1.358 -0.601 0.151 -0.461 -0.340 0.17
H 1.330 -0.196 -0.714 0.382 0.236 -1.005 0.17
H 1.597 -4.250 -3.366 -0.621 0.183 0.137 0.04
H 0.527 -3.812 -2.245 -0.143 -0.121 -0.688 0.02
O 1.397 -4.168 -2.427 0.734 -0.036 0.550 -0.06
```
Forces are in eV/Å.

Calculated values
**Total energy**: -11021.859 eV
**M**: 122.2 Da
**Relative energy (zero: lowest compared OMol25 entry of this formula, charge and spin)**: 46.6 kcal per mole
**Charge**: +1



(4)
Density functional theory data (ωB97M-V/def2-TZVPD) for a 3-piece molecular cluster, C5H16NO2 overall.

Geometry as XYZ:
```
24
Properties=species:S:1:pos:R:3:forces:R:3:lowdin_spin:R:1
C 0.988 1.118 -1.801 -0.104 0.374 -0.604 0.00
O 0.969 -1.904 1.358 0.116 -1.830 0.564 0.94
C 0.162 0.361 -0.791 2.998 -1.273 -0.293 0.00
C -1.386 1.090 -0.765 -3.922 2.069 1.081 0.00
C -2.315 0.367 0.173 1.669 -1.527 -0.363 0.00
C -1.906 0.227 1.623 -0.890 0.690 0.540 0.01
N 0.118 -0.942 -0.999 1.992 0.306 1.774 -0.02
H 0.731 0.887 -2.837 -0.025 0.056 -0.038 0.00
H 0.934 2.183 -1.635 -0.077 0.265 -0.028 0.00
H 2.040 0.786 -1.640 -0.500 0.012 0.235 0.00
H 0.511 0.498 0.279 -1.174 0.453 0.290 0.00
H -1.296 2.147 -0.499 0.929 -0.158 0.085 0.00
H -1.720 1.042 -1.797 0.655 -0.424 -0.489 0.00
H -3.239 0.952 0.113 -0.209 0.630 -0.169 0.00
H -2.486 -0.616 -0.265 -0.353 -0.067 0.068 0.00
H -1.754 1.216 2.075 0.062 -0.251 0.005 0.00
H -2.690 -0.286 2.215 0.473 0.213 -0.351 0.00
H -0.995 -0.363 1.712 0.264 -0.247 -0.016 0.01
H 1.188 -2.827 1.717 -0.376 1.115 -0.408 0.01
H 0.623 -1.226 -1.819 -0.423 -0.773 -1.305 0.00
H 0.358 -1.538 -0.136 -1.244 -0.110 -0.520 0.00
H 2.180 -0.787 1.211 0.729 0.503 0.435 0.00
H 3.511 0.068 1.178 -0.327 -0.039 -0.060 0.00
O 2.640 -0.056 0.761 -0.266 0.012 -0.434 0.05
```
Forces are in eV/Å.

Calculated values
**Multiplicity**: 2
**Total energy**: -11004.286 eV
**M**: 122.2 Da
**Relative energy (zero: lowest compared OMol25 entry of this formula, charge and spin)**: 149.7 kcal per mole
**Charge**: +2



(5)
Density functional theory data (ωB97M-V/def2-TZVPD) for a 2-piece molecular cluster, C5H16NSi overall.

Geometry as XYZ:
```
23
Properties=species:S:1:pos:R:3:forces:R:3:lowdin_charge:R:1
C 0.521 -2.128 -1.818 -1.502 0.078 2.159 -0.07
C -1.391 1.552 0.029 -0.038 -1.819 -2.617 -0.09
C -1.732 0.065 1.937 1.363 -1.070 -1.863 -0.06
C 0.872 -0.690 -1.289 2.693 -3.248 -1.107 -0.34
C 1.197 -0.524 0.118 -1.440 1.802 -0.357 -0.06
N -1.304 0.194 0.557 2.576 1.954 0.707 -0.10
Si 1.953 1.170 0.715 -1.378 0.555 -2.681 0.74
H 1.123 -2.975 -1.458 0.541 0.673 -0.247 0.08
H 0.577 -2.034 -2.908 -0.716 -0.602 0.300 0.09
H -0.476 -2.397 -1.301 0.905 0.314 -1.706 0.10
H -1.036 2.307 0.635 1.201 1.307 1.563 0.06
H -1.010 1.650 -1.018 0.363 -0.255 0.918 0.11
H -2.398 1.752 -0.140 -2.147 0.627 -0.050 0.08
H -2.645 0.399 2.246 -3.077 0.596 -0.099 0.07
H -1.526 -0.909 2.199 -0.430 -2.576 0.632 0.07
H -1.116 0.530 2.613 2.168 1.875 1.032 0.07
H 0.125 -0.072 -1.632 -1.398 2.040 -0.746 0.06
H 1.772 -0.508 -1.956 -0.385 0.751 1.078 0.17
H 1.327 -1.473 0.575 0.011 -0.637 1.123 0.08
H -1.546 -0.454 -0.145 -0.938 -1.103 -0.178 0.10
H 1.938 1.891 -0.655 -0.083 -0.346 1.188 -0.01
H 3.191 0.604 0.893 2.329 -0.764 0.460 -0.08
H 1.585 2.048 1.802 -0.618 -0.152 0.491 -0.06
```
Forces are in eV/Å.

Calculated values
**Total energy**: -14800.936 eV
**M**: 118.3 Da
**Relative energy (zero: lowest compared OMol25 entry of this formula, charge and spin)**: 103.3 kcal per mole
**Charge**: +1



(6)
Density functional theory data (ωB97M-V/def2-TZVPD) for a 3-piece molecular cluster, C5H16O2 overall.

Geometry as XYZ:
```
23
Properties=species:S:1:pos:R:3:forces:R:3:lowdin_charge:R:1
C -2.264 1.442 0.483 1.131 2.963 -0.472 -0.13
C -0.889 1.804 1.102 -0.027 -0.559 -1.181 -0.29
C 0.360 1.230 0.337 0.096 3.062 -1.109 -0.23
C 0.324 -0.283 0.143 2.358 0.771 2.317 -0.27
C 0.422 -1.074 1.472 -0.910 -1.271 0.204 -0.11
H -2.988 2.131 1.005 0.363 -0.901 -0.720 0.08
H -2.578 0.417 0.576 0.016 -0.236 -0.407 0.05
H -2.033 1.858 -0.554 -1.481 -1.146 0.825 0.08
H -0.820 1.262 2.017 0.015 0.571 1.471 0.06
H -0.902 2.934 1.134 0.594 -1.349 0.505 0.12
H 0.387 1.711 -0.779 0.154 -0.860 2.617 0.14
H 1.255 1.684 0.985 -1.379 -1.440 -1.751 0.14
H -0.590 -0.573 -0.247 -1.533 -0.226 -1.196 0.03
H 1.188 -0.533 -0.510 -0.755 -0.301 0.309 0.12
H -0.089 -2.106 1.341 1.686 1.247 0.217 0.10
H 1.402 -1.009 1.915 1.016 -1.062 -0.610 0.06
H -0.045 -0.744 2.401 -1.190 0.925 -0.544 0.05
O -2.189 -0.360 -1.911 -2.895 2.420 -1.285 -0.05
H -2.494 -0.342 -2.848 1.053 -0.733 1.266 0.07
H -1.534 -0.951 -1.657 1.697 -1.879 -0.456 -0.02
O 4.426 -2.568 -1.907 0.672 -0.566 0.006 -0.05
H 4.487 -2.787 -2.832 -0.727 0.425 -1.028 0.02
H 5.165 -3.141 -1.667 0.046 0.147 1.023 0.03
```
Forces are in eV/Å.

Calculated values
**Total energy**: -9537.556 eV
**M**: 108.2 Da
**Relative energy (zero: lowest compared OMol25 entry of this formula, charge and spin)**: 52.4 kcal per mole